Computed, not measured: an isolated ion of composition C6H11BNO5 and charge -1, with ωB97M-V/def2-TZVPD.

The geometry in ORCA input format:
```
! wB97M-V def2-TZVPD RIJCOSX def2/J DEFGRID3
* xyz -1 1
C -2.544 1.256 -0.241
C -1.787 0.215 -1.056
O -0.409 0.531 -1.241
B 0.265 0.923 -0.073
O 0.628 2.247 0.028
C 0.641 -0.129 1.046
N 1.908 -0.843 0.736
C 1.941 -1.504 -0.571
C 0.728 -2.323 -0.917
O 0.604 -2.881 -1.984
C 0.732 0.637 2.398
O 1.865 0.910 2.813
O -0.396 0.926 2.864
H -2.387 1.124 0.836
H -2.254 2.270 -0.530
H -3.618 1.149 -0.438
H -2.224 0.125 -2.056
H -1.885 -0.768 -0.573
H 0.903 2.609 -0.820
H -0.175 -0.844 1.188
H 2.618 -0.116 0.737
H 2.769 -2.230 -0.570
H 2.130 -0.838 -1.429
H -0.055 -2.444 -0.148
*
```

Calculated values
SMILES	CCOB(O)[C@@H](NCC=O)C(=O)[O-]



Computed, not measured: C33H31AgO3PSSi as an isolated structure, with ωB97M-V/def2-TZVPD.

The geometry in ORCA input format:
```
! wB97M-V def2-TZVPD RIJCOSX def2/J DEFGRID3
* xyz -1 1
Ag 0.007 -1.003 0.426
O -1.902 -3.798 -2.563
C -1.699 -2.641 -2.187
O -0.606 -2.122 -1.814
C -2.907 -1.683 -2.173
C -4.152 -2.207 -2.504
C -5.288 -1.415 -2.512
C -5.184 -0.072 -2.182
C -3.949 0.465 -1.853
C -2.798 -0.324 -1.852
P -1.187 0.392 -1.360
C -1.592 2.124 -0.942
C -1.656 2.439 0.411
C -1.945 3.735 0.825
C -2.160 4.727 -0.118
C -2.084 4.427 -1.474
C -1.801 3.134 -1.882
C -0.274 0.635 -2.920
C -0.711 0.193 -4.162
C 0.067 0.397 -5.293
C 1.287 1.049 -5.194
C 1.734 1.487 -3.954
C 0.961 1.274 -2.824
H -4.183 -3.261 -2.750
H -6.249 -1.845 -2.767
H -6.060 0.565 -2.179
H -3.893 1.511 -1.588
H -1.462 1.672 1.154
H -1.978 3.956 1.884
H -2.377 5.740 0.201
H -2.244 5.203 -2.213
H -1.734 2.903 -2.939
H -1.657 -0.328 -4.246
H -0.282 0.039 -6.253
H 1.892 1.210 -6.078
H 2.691 1.987 -3.863
H 1.328 1.585 -1.853
C 3.994 -3.139 4.549
C 4.027 -2.387 3.382
C 2.863 -1.829 2.874
C 1.636 -1.984 3.526
C 1.627 -2.746 4.697
C 2.786 -3.323 5.203
Si 0.048 -1.192 2.823
C 0.086 0.599 3.488
C 0.993 1.532 2.978
C 1.007 2.849 3.409
C 0.090 3.282 4.359
C -0.831 2.381 4.873
C -0.823 1.058 4.445
H 4.902 -3.583 4.941
H 4.966 -2.241 2.858
H 2.902 -1.284 1.936
H 0.692 -2.890 5.227
H 2.744 -3.914 6.112
H -1.023 -1.815 3.668
H 1.693 1.223 2.205
H 1.726 3.545 2.993
H 0.090 4.314 4.690
H -1.554 2.707 5.612
H -1.545 0.365 4.862
C 4.183 -1.857 -2.044
S 2.458 -1.596 -1.620
C 2.123 -3.230 -0.988
O 2.504 -0.678 -0.427
H 4.261 -2.635 -2.804
H 4.733 -2.132 -1.144
H 4.564 -0.920 -2.444
H 2.306 -3.946 -1.791
H 1.064 -3.263 -0.741
H 2.754 -3.416 -0.118
*
```



Computed, not measured: a 2-piece molecular cluster, C5H10N2O overall, with ωB97M-V/def2-TZVPD.

The geometry in ORCA input format:
```
! wB97M-V def2-TZVPD RIJCOSX def2/J DEFGRID3
* xyz 0 1
C -1.276 1.347 0.023
C -0.737 -0.107 0.542
C 0.737 -1.747 -0.152
C 1.783 -0.956 0.647
C 0.309 0.829 -0.003
H -2.274 2.920 -1.292
H -2.050 2.116 0.551
H -0.645 -0.266 1.667
H -1.444 -2.033 0.099
H 0.730 -2.695 0.040
H 1.007 -1.609 -1.215
H 1.751 -1.353 1.670
H 2.935 -1.018 0.551
H 2.119 1.196 0.141
H 0.214 0.857 -1.188
N -0.670 -1.358 -0.056
N 1.492 0.590 0.644
O -1.624 1.382 -1.436
*
```



Computed, not measured: C32H38Cl5N3ORbS as an isolated structure, with ωB97M-V/def2-TZVPD.

The geometry in ORCA input format:
```
! wB97M-V def2-TZVPD RIJCOSX def2/J DEFGRID3
* xyz -1 1
Rb -0.397 0.222 0.940
C 1.108 -2.490 0.241
C 1.995 -1.736 1.048
C 2.475 -0.658 0.231
C 1.869 -0.808 -1.037
C 1.039 -1.935 -1.042
C 0.309 -2.491 -2.246
C 1.324 -3.096 -3.228
C -0.688 -3.579 -1.847
C -0.459 -1.380 -2.963
C 3.395 0.538 0.514
C 2.719 1.613 1.390
C 3.768 1.255 -0.794
C 4.730 0.129 1.154
C 2.326 -2.201 2.470
C 3.676 -2.939 2.491
C 1.282 -3.215 2.966
C 2.340 -1.089 3.528
H 0.563 -3.363 0.568
H 2.017 -0.140 -1.873
H 1.879 -3.909 -2.757
H 2.048 -2.343 -3.543
H 0.822 -3.490 -4.120
H -0.184 -4.415 -1.358
H -1.205 -3.965 -2.731
H -1.439 -3.189 -1.155
H 0.201 -0.556 -3.240
H -1.221 -0.985 -2.291
H -0.955 -1.749 -3.868
H 1.876 2.075 0.865
H 3.420 2.424 1.616
H 2.354 1.224 2.337
H 2.889 1.678 -1.284
H 4.257 0.572 -1.491
H 4.453 2.080 -0.577
H 4.610 -0.286 2.151
H 5.387 1.001 1.240
H 5.232 -0.620 0.538
H 3.632 -3.798 1.820
H 3.906 -3.300 3.500
H 4.499 -2.310 2.159
H 1.271 -4.118 2.355
H 0.275 -2.791 2.965
H 1.522 -3.512 3.990
H 3.139 -0.368 3.381
H 2.478 -1.523 4.523
H 1.394 -0.541 3.546
C 0.085 4.685 -3.644
N -0.968 3.697 -3.690
C -1.882 3.538 -4.709
C -2.695 2.530 -4.355
N -2.286 2.059 -3.109
C -1.206 2.812 -2.676
S -0.291 2.826 -1.285
C -2.909 0.941 -2.491
C -3.610 0.038 -3.295
C -4.231 -1.026 -2.673
C -4.130 -1.168 -1.297
C -3.394 -0.230 -0.599
N -2.791 0.811 -1.186
H 0.042 5.268 -4.562
H 1.053 4.194 -3.556
H -0.048 5.333 -2.779
H -1.873 4.164 -5.582
H -3.552 2.134 -4.863
H -3.635 0.119 -4.370
H -4.772 -1.752 -3.266
H -4.596 -1.988 -0.770
H -3.274 -0.291 0.478
Cl -4.495 4.168 6.501
C -3.892 3.026 5.352
C -2.620 3.173 4.797
Cl -1.645 4.521 5.268
C -2.142 2.258 3.878
Cl -0.554 2.460 3.196
C -2.894 1.122 3.439
O -2.460 0.288 2.606
C -4.191 1.019 4.038
Cl -5.158 -0.321 3.536
C -4.665 1.935 4.956
Cl -6.250 1.736 5.629
*
```



Computed, not measured: a 2-piece molecular cluster, C3H10NOS overall, with ωB97M-V/def2-TZVPD.

The geometry in ORCA input format:
```
! wB97M-V def2-TZVPD RIJCOSX def2/J DEFGRID3
* xyz -1 1
C -1.091 -0.206 1.231
C 0.395 0.105 1.191
C 1.175 -0.978 0.411
S 0.840 -1.036 -1.380
N 0.561 1.446 0.583
H -1.292 -1.134 1.778
H -1.434 -0.369 0.215
H -1.659 0.577 1.719
H 0.804 0.151 2.202
H 2.234 -0.807 0.632
H 0.922 -1.952 0.818
H 1.565 1.660 0.594
H 0.412 1.259 -0.414
H -1.656 0.878 -2.828
H -0.647 -0.175 -3.172
O -1.129 0.579 -3.580
*
```



Computed, not measured: H11O6 as an isolated structure, with ωB97M-V/def2-TZVPD.

The geometry in ORCA input format:
```
! wB97M-V def2-TZVPD RIJCOSX def2/J DEFGRID3
* xyz -1 1
O 1.849 -0.177 -0.868
H 2.501 0.380 -0.405
O 1.519 -2.086 1.095
H 1.732 -2.229 0.150
H 1.862 -1.184 1.328
O 0.214 1.313 -1.801
H 0.462 1.429 -2.735
H 1.097 0.566 -1.292
O -0.644 0.394 0.966
H -1.048 0.820 0.180
H 0.221 0.147 0.640
O -2.009 2.446 -1.032
H -2.323 1.749 -0.493
H -1.100 2.215 -1.399
O -1.709 -2.050 2.223
H -1.064 -2.538 1.696
H -1.560 -1.194 1.746
*
```



Computed, not measured: a 2-piece molecular cluster, C2H9N3O2 overall, with ωB97M-V/def2-TZVPD.

The geometry in ORCA input format:
```
! wB97M-V def2-TZVPD RIJCOSX def2/J DEFGRID3
* xyz 2 1
C 0.925 0.478 1.904
C -2.377 -1.789 -0.991
N 0.656 0.542 0.656
N 1.448 1.497 -0.091
N -1.251 -1.147 -1.090
O 1.846 1.212 2.461
O -3.034 -2.315 -1.928
H 0.334 -0.228 2.479
H -2.843 -1.905 -0.010
H 1.057 1.580 -1.041
H 2.443 1.210 -0.152
H 1.446 2.434 0.360
H -0.794 -1.036 -1.990
H -0.766 -0.749 -0.283
H 1.966 1.085 3.416
H -2.708 -2.276 -2.851
*
```



What did we get for energy? Answer: -18807.5233, -72870.2184, -10365.2279, -114425.0480, -17647.3491, -12465.2389, -10767.4581 eV, in the order shown.
What did we get for strongest force on any atom? Answer: 1.0, 0.5, 5.9, 0.5, 0.6, 2.0, 1.3 eV Å⁻¹, in the order shown.